(1)
The following is a DFT calculation (ωB97M-V/def2-TZVPD) of C28H36CoN4O2P2 as an isolated structure.

Energy relative to the best compared isomer or geometry (same formula, charge and spin), kcal/mol: 29.6
Lowest unoccupied orbital energy (alpha / beta), eV: -0.2 / -0.4
Kohn-Sham gap (alpha / beta), Ha: 0.238 / 0.278
HOMO (alpha / beta), eV: -6.68 / -8.02

```
! RIJCOSX wB97M-V def2-TZVPD def2/J DEFGRID3
* xyz 0 4
Co -0.13 -1.11 -0.10
C -0.16 -7.40 -2.92
C -0.40 -6.45 -3.84
C -1.71 -6.30 -4.54
C -2.96 -6.52 -3.67
C -2.91 -5.97 -2.26
C -2.50 -6.69 -1.22
C -2.09 -8.13 -1.37
C -1.12 -8.47 -2.54
C -0.65 0.09 1.34
H 0.83 -7.50 -2.45
H 0.42 -5.82 -4.21
H -1.77 -6.99 -5.40
H -1.75 -5.28 -4.95
H -3.80 -6.03 -4.19
H -3.21 -7.60 -3.67
H -3.33 -4.96 -2.13
H -2.53 -6.30 -0.19
H -2.95 -8.81 -1.50
H -1.59 -8.44 -0.44
H -0.51 -9.32 -2.19
H -1.69 -8.86 -3.40
H 0.33 0.26 1.83
H -1.42 -0.05 2.12
H -0.90 0.98 0.71
P -2.22 -1.44 -0.46
P 0.15 -1.35 -2.23
N -2.87 -2.41 0.80
N -3.38 -0.07 -0.56
N 1.10 -2.84 -1.95
N 1.27 -0.58 -3.28
C -2.44 -2.34 -2.02
C -1.37 -1.91 -3.06
C -2.16 -2.71 1.98
C -3.00 -3.46 2.79
C -4.24 -3.64 2.10
C -4.14 -2.98 0.88
C -3.69 0.83 0.47
C -4.66 1.73 0.01
C -4.94 1.38 -1.35
C -4.14 0.29 -1.67
C 1.72 -3.12 -0.71
C 2.17 -4.44 -0.77
C 1.80 -4.97 -2.03
C 1.14 -3.97 -2.73
C 2.05 -1.22 -4.28
C 2.73 -0.24 -4.98
C 2.42 1.03 -4.38
C 1.51 0.79 -3.36
H -3.45 -2.13 -2.39
H -2.38 -3.42 -1.80
H -1.14 -2.70 -3.77
H -1.72 -1.04 -3.64
H -1.16 -2.33 2.12
H -2.75 -3.81 3.79
H -5.10 -4.19 2.46
H -4.85 -2.85 0.06
H -3.21 0.77 1.43
H -5.12 2.52 0.59
H -5.65 1.87 -2.00
H -4.07 -0.27 -2.59
H 1.83 -2.36 0.05
H 2.70 -4.96 0.01
H 1.96 -5.98 -2.37
H 0.70 -3.96 -3.72
H 2.04 -2.29 -4.37
H 3.39 -0.41 -5.82
H 2.83 1.99 -4.66
H 1.02 1.46 -2.69
O 2.75 1.66 -1.07
C 1.94 1.14 -0.30
O 1.57 -0.11 -0.32
H 1.48 1.77 0.51
*
```


(2)
The following is a DFT calculation (ωB97M-V/def2-TZVPD) of a 5-piece molecular cluster, CH12O5 overall.

Energy relative to the best compared isomer or geometry (same formula, charge and spin), kcal/mol: 31.4
Lowest unoccupied orbital energy, eV: 0.6
Kohn-Sham gap, Ha: 0.376
HOMO, eV: -9.62
SMILES: CO.O.O.O.O

```
! RIJCOSX wB97M-V def2-TZVPD def2/J DEFGRID3
* xyz 0 1
C 0.91 0.41 0.08
O 0.19 -0.79 0.20
H 1.71 0.45 0.82
H 0.27 1.28 -0.04
H 1.46 0.29 -0.86
H -0.54 -0.82 0.82
O 2.08 5.21 -1.80
H 1.16 5.31 -2.08
H 2.32 6.15 -1.65
O -1.71 -5.06 0.19
H -1.79 -4.39 -0.48
H -1.33 -5.76 -0.31
O 0.22 -3.27 1.93
H -0.36 -3.98 2.26
H 1.10 -3.61 2.19
O -1.55 2.74 -0.61
H -2.39 3.02 -0.98
H -1.73 2.82 0.34
*
```


(3)
The following is a DFT calculation (ωB97M-V/def2-TZVPD) of C3H8NOPS2 as an isolated structure.

Energy relative to the best compared isomer or geometry (same formula, charge and spin), kcal/mol: 70.4
Lowest unoccupied orbital energy (alpha / beta), eV: -0.2 / -0.2
Kohn-Sham gap (alpha / beta), Ha: 0.250 / 0.250
HOMO (alpha / beta), eV: -7.00 / -7.00

```
! RIJCOSX wB97M-V def2-TZVPD def2/J DEFGRID3
* xyz 0 1
C -0.30 -0.21 -2.20
C -0.07 -1.63 -1.66
C 1.45 1.24 3.31
N -1.69 0.18 -1.67
O -0.98 -1.73 -0.53
P -2.08 -0.62 -0.26
S -0.15 0.77 0.92
S 0.40 2.24 2.27
H 0.23 0.54 -1.68
H -0.43 -0.18 -3.30
H -0.34 -2.56 -2.33
H 0.91 -1.66 -1.34
H 1.98 0.47 2.72
H 0.96 0.42 3.92
H 2.21 1.76 3.91
H -2.10 0.97 -2.08
*
```


(4)
The following is a DFT calculation (ωB97M-V/def2-TZVPD) of a 2-piece molecular cluster, C3H10NOP overall.

Energy relative to the best compared isomer or geometry (same formula, charge and spin), kcal/mol: 100.8
Lowest unoccupied orbital energy (alpha / beta), eV: 0.0 / -0.3
Kohn-Sham gap (alpha / beta), Ha: 0.340 / 0.259
HOMO (alpha / beta), eV: -9.27 / -7.38

```
! RIJCOSX wB97M-V def2-TZVPD def2/J DEFGRID3
* xyz 0 1
C -1.75 -0.41 -1.42
C 0.69 -0.28 -1.33
C -0.55 0.12 -0.57
N 2.12 0.27 2.66
O -1.20 0.41 2.15
P -0.48 -0.69 1.20
H -2.11 -1.39 -1.17
H -2.61 0.27 -1.39
H -1.48 -0.52 -2.45
H 0.77 0.30 -2.22
H 0.41 -1.33 -1.53
H 1.74 -0.42 -0.87
H -0.50 1.24 -0.53
H 2.89 0.52 2.08
H 1.58 1.14 2.67
H -1.63 0.10 2.95
*
```


(5)
The following is a DFT calculation (ωB97M-V/def2-TZVPD) of C32H57CoN4OP2 as an isolated structure.

Lowest unoccupied orbital energy (alpha / beta), eV: -1.8 / -4.1
Kohn-Sham gap (alpha / beta), Ha: 0.253 / 0.228
HOMO (alpha / beta), eV: -8.67 / -10.28

```
! RIJCOSX wB97M-V def2-TZVPD def2/J DEFGRID3
* xyz 1 4
C -2.22 0.63 1.97
C -2.77 -0.08 -0.25
C -3.56 0.88 2.23
C -4.11 0.40 -0.08
C -4.50 0.82 1.21
H -3.86 1.16 3.28
H -4.80 0.42 -0.90
H -5.56 1.07 1.39
N -1.84 0.16 0.76
P 0.48 1.10 2.17
P -0.81 -1.66 -1.36
C -1.10 0.85 3.00
H -1.37 1.70 3.66
H -1.05 -0.03 3.66
C -2.22 -0.59 -1.52
H -2.93 -0.70 -2.38
C 0.19 -1.72 -3.02
C -1.78 -3.24 -1.05
C 0.47 2.99 1.78
C 1.75 0.79 3.57
C 1.54 -0.98 -2.90
H 2.16 -1.39 -2.10
H 2.09 -1.09 -3.85
H 1.42 0.09 -2.72
C 0.54 -3.17 -3.39
H 1.12 -3.65 -2.60
H -0.35 -3.77 -3.62
H 1.16 -3.17 -4.30
C -0.62 -1.04 -4.11
H -0.08 -1.13 -5.07
H -1.60 -1.50 -4.28
H -0.75 0.02 -3.85
C -0.80 -4.39 -0.76
H 0.05 -4.06 -0.14
H -1.35 -5.17 -0.20
H -0.42 -4.84 -1.70
C -2.67 -3.04 0.19
H -2.09 -2.74 1.07
H -3.46 -2.30 0.02
H -3.16 -4.00 0.41
C -2.67 -3.51 -2.28
H -3.00 -2.59 -2.81
H -2.18 -4.17 -3.02
H -3.59 -4.00 -1.92
C 3.14 1.28 3.11
H 3.88 0.96 3.87
H 3.41 0.82 2.15
H 3.20 2.37 3.02
C 1.83 -0.73 3.81
H 0.84 -1.17 4.04
H 2.28 -1.25 2.94
H 2.49 -0.89 4.68
C 1.33 1.44 4.90
H 0.27 1.22 5.15
H 1.96 1.02 5.69
H 1.47 2.54 4.91
C -0.91 3.34 1.19
H -1.69 3.32 1.96
H -0.87 4.37 0.80
H -1.21 2.67 0.38
C 1.57 3.27 0.73
H 1.35 2.74 -0.22
H 1.58 4.37 0.50
H 2.59 2.96 1.09
C 0.73 3.88 3.00
H 0.03 3.68 3.82
H 1.76 3.81 3.36
H 0.58 4.93 2.69
Co 0.23 -0.25 0.34
C 0.14 -1.73 1.29
O 0.25 -2.68 1.97
N 0.13 1.32 -1.13
C -0.71 1.52 -1.98
C -1.36 2.48 -2.95
C -2.61 1.87 -3.57
C -1.83 3.67 -2.10
C -0.32 2.85 -4.02
H -2.40 0.96 -4.12
H -3.35 1.61 -2.80
H -3.09 2.58 -4.27
H -1.00 4.11 -1.54
H -2.33 4.49 -2.67
H -2.56 3.29 -1.36
H -0.71 2.83 -5.05
H 0.13 3.82 -3.79
H 0.50 2.12 -4.01
C 4.25 -3.51 0.44
N 4.25 -2.10 0.88
C 5.46 -1.58 1.53
C 3.22 -1.34 0.65
N 2.31 -0.67 0.31
H 5.13 -3.98 0.89
H 4.31 -3.57 -0.66
H 3.34 -4.01 0.78
H 5.93 -0.79 0.92
H 5.21 -1.15 2.52
H 6.15 -2.42 1.66
*
```


(6)
The following is a DFT calculation (ωB97M-V/def2-TZVPD) of a single C2H2BrNO2 molecule.

Energy relative to the best compared isomer or geometry (same formula, charge and spin), kcal/mol: 64.7
Lowest unoccupied orbital energy, eV: 0.0
Kohn-Sham gap, Ha: 0.389
HOMO, eV: -10.61
SMILES: O=CO/N=C/Br

```
! RIJCOSX wB97M-V def2-TZVPD def2/J DEFGRID3
* xyz 0 1
O -2.02 1.38 -0.44
C -1.38 0.75 0.30
O -1.10 -0.56 0.10
N 0.21 -1.01 0.26
C 1.14 -0.50 -0.39
Br 2.89 -1.42 0.11
H -0.87 1.26 1.34
H 1.12 0.12 -1.28
*
```


(7)
The following is a DFT calculation (ωB97M-V/def2-TZVPD) of a single C4H5NO2 molecule.

Energy relative to the best compared isomer or geometry (same formula, charge and spin), kcal/mol: 44.4
Lowest unoccupied orbital energy, eV: 0.7
Kohn-Sham gap, Ha: 0.401
HOMO, eV: -10.25
SMILES: O=C1CCC=NO1

```
! RIJCOSX wB97M-V def2-TZVPD def2/J DEFGRID3
* xyz 0 1
O -1.64 2.06 0.60
C -0.99 1.17 0.13
C -0.40 0.01 0.92
C 0.87 -0.57 0.29
C 0.57 -0.69 -1.17
N -0.15 0.09 -1.88
O -0.72 1.19 -1.24
H -1.19 -0.71 0.91
H -0.28 0.38 1.97
H 1.18 -1.54 0.77
H 1.76 0.10 0.44
H 1.00 -1.49 -1.73
*
```


(8)
The following is a DFT calculation (ωB97M-V/def2-TZVPD) of C28H33Br2NO7W as an isolated structure.

Energy relative to the best compared isomer or geometry (same formula, charge and spin), kcal/mol: 0.2
Lowest unoccupied orbital energy (alpha / beta), eV: -5.8 / -6.5
Kohn-Sham gap (alpha / beta), Ha: 0.276 / 0.264
HOMO (alpha / beta), eV: -13.33 / -13.64

```
! RIJCOSX wB97M-V def2-TZVPD def2/J DEFGRID3
* xyz 2 3
W 9.09 9.80 7.35
C 10.48 6.70 6.67
C 10.20 6.97 8.18
O 9.00 7.74 8.35
C 7.76 7.06 8.38
C 6.71 8.16 8.62
O 6.98 9.08 7.54
C 6.25 8.87 6.29
C 6.90 9.85 5.27
O 8.31 9.63 5.24
C 8.70 8.69 4.21
C 10.02 8.03 4.62
O 9.54 7.44 5.86
H 11.48 7.02 6.43
H 10.38 5.67 6.50
H 10.20 6.03 8.76
H 11.00 7.61 8.56
H 7.50 6.59 7.41
H 7.71 6.23 9.13
H 5.66 7.89 8.57
H 6.90 8.66 9.55
H 6.39 7.83 5.95
H 5.18 9.06 6.47
H 6.42 9.62 4.29
H 6.75 10.91 5.53
H 7.94 7.95 4.16
H 8.78 9.30 3.30
H 10.29 7.23 3.91
H 10.76 8.80 4.83
C 7.60 11.15 10.31
C 9.04 11.44 10.07
C 9.67 12.39 10.94
C 11.01 12.56 10.81
C 11.78 11.79 9.89
C 13.17 11.78 9.71
Br 14.18 13.00 10.70
C 13.77 11.04 8.76
C 13.07 10.10 7.99
Br 14.01 9.00 6.74
C 11.72 10.04 8.11
O 10.94 9.29 7.33
C 11.07 10.91 9.06
N 9.70 10.68 9.20
H 7.45 10.32 11.02
H 7.14 10.84 9.37
H 7.07 12.01 10.65
H 9.00 12.88 11.66
H 11.59 13.23 11.42
H 14.84 11.15 8.62
C 9.65 18.00 5.78
C 9.54 16.46 5.95
C 8.38 15.96 6.52
C 8.17 14.58 6.69
C 6.94 14.23 7.47
C 9.21 13.72 6.26
C 10.37 14.20 5.61
C 11.55 13.37 5.20
C 10.49 15.56 5.49
C 9.13 12.25 6.54
O 10.06 11.39 6.28
O 8.19 11.66 7.22
H 8.66 18.40 5.45
H 10.46 18.36 5.15
H 9.70 18.45 6.79
H 7.70 16.68 6.90
H 6.33 15.12 7.55
H 7.19 13.87 8.50
H 6.30 13.40 7.09
H 11.94 12.88 6.12
H 12.24 14.06 4.75
H 11.27 12.60 4.44
H 11.37 15.96 4.99
*
```


So what do the calculations give for total energy? Going down the list: -95874.95946 -11468.12249 -37736.19581 -16096.13770 -98314.22885 -77730.52883 -9812.38963 -187290.88903 eV.
So what do the calculations give for strongest force on any atom? Going down the list: 2.784 1.329 3.815 3.617 5.922 4.908 1.464 2.079 eV/Å.